(1)
Formula: CH4AlO5P
Source: the OMol25 dataset
Level of theory: ωB97M-V/def2-TZVPD

Atoms and positions in Å:
Al 0.2793 -0.2952 2.0244
P 1.9382 -0.4286 -0.3881
O 3.2667 0.4734 -0.4491
O 2.0727 -1.2419 0.9700
O 1.5115 -1.1856 -1.6387
O 0.9554 0.7492 0.0525
C -1.5212 0.5628 -0.2963
O -1.5612 -0.4350 0.7579
H -2.0290 1.4741 0.0194
H -0.5064 0.8476 -0.5739
H -1.9470 0.2534 -1.2509
H -2.4591 -0.7743 0.7728

Cartesian forces, eV/Å:
1.83 -0.59 -2.47
1.45 -0.56 0.29
-2.44 -1.03 -0.59
-2.08 0.86 -0.08
0.83 1.30 2.02
1.49 -0.12 1.16
-1.07 0.78 -0.74
0.62 0.64 -0.78
-0.11 -0.08 0.24
-0.22 -0.24 0.30
-0.26 -0.68 0.28
-0.06 -0.30 0.38

## Properties
relative energy (zero: lowest compared OMol25 entry of this formula, charge and spin)	30.6	kcal/mol
multiplicity	1
frontier orbital gap	4.27	eV
M	153.99	Da
lowest unoccupied orbital energy	-4.845	eV



(2)
Formula: CH4BClS
Source: the OMol25 dataset
Level of theory: ωB97M-V/def2-TZVPD

Atoms and positions in Å:
B 1.3392 -0.4762 0.0068
C -0.1876 0.2668 0.0291
S -1.6210 -0.8343 0.1586
Cl -3.1259 0.5122 -0.1225
H 2.1455 0.3680 0.1332
H 1.9225 -1.6144 -0.1279
H -0.2548 0.7936 -0.9210
H -0.2179 0.9844 0.8436

Cartesian forces, eV/Å:
-0.60 -0.06 -0.01
1.26 -2.01 0.01
0.40 0.05 -0.08
0.03 0.00 0.03
0.32 0.38 0.02
-1.71 1.30 0.14
0.14 0.19 -0.14
0.17 0.15 0.03

## Properties
relative energy (zero: lowest compared OMol25 entry of this formula, charge and spin)	38.1	kcal/mol
multiplicity	1
frontier orbital gap	8.69	eV
M	94.38	Da
lowest unoccupied orbital energy	-0.285	eV



(3)
Formula: CH4BIO3
Source: the OMol25 dataset
Level of theory: ωB97M-V/def2-TZVPD

Atoms and positions in Å:
B 0.1122 1.0223 -0.3686
C -0.7758 -1.5951 0.4773
O 1.0965 0.8549 0.5255
O 0.0690 2.2221 -1.0302
O -0.7134 0.1176 -0.7206
I 0.7950 -2.5608 -0.4082
H -0.6984 -0.9228 1.3416
H -1.7758 -2.1363 0.2452
H 1.4929 -0.0587 0.6726
H 0.3978 3.0569 -0.7347

Cartesian forces, eV/Å:
2.98 4.22 0.04
-2.58 -3.27 1.30
2.25 -2.09 1.67
-1.34 -0.29 -0.97
-2.91 -1.57 -2.81
-0.05 0.38 0.27
0.25 -0.63 -0.52
1.97 1.27 0.61
-1.07 1.75 -0.28
0.50 0.22 0.69

## Properties
relative energy (zero: lowest compared OMol25 entry of this formula, charge and spin)	13.4	kcal/mol
multiplicity	3
frontier orbital gap (alpha / beta)	7.94 / 6.94	eV
M	201.76	Da
<S²>	2.011
lowest unoccupied orbital energy (alpha / beta)	0.303 / -3.229	eV



(4)
Formula: CH4BrClOSi
Source: the OMol25 dataset
Level of theory: ωB97M-V/def2-TZVPD

Atoms and positions in Å:
C -1.3335 -0.3111 0.5375
O 0.2771 -0.1686 0.8251
Si 1.3612 0.1749 -0.3972
Cl -1.3258 -0.2396 -1.2606
Br -2.0936 1.1523 1.4315
H -1.7678 -1.3071 0.9036
H 0.8486 1.4498 -0.8833
H 1.4449 -0.7052 -1.5846
H 2.5889 -0.0453 0.4280

Cartesian forces, eV/Å:
4.22 -0.66 -0.31
-4.07 -1.52 0.19
-0.23 -0.46 0.48
-1.32 -0.19 0.66
-0.37 0.14 -0.03
1.07 1.60 -0.57
0.73 0.65 -0.18
0.07 -0.13 0.16
-0.09 0.58 -0.41

## Properties
relative energy (zero: lowest compared OMol25 entry of this formula, charge and spin)	29.4	kcal/mol
multiplicity	1
frontier orbital gap	11.06	eV
M	175.49	Da
lowest unoccupied orbital energy	0.464	eV



(5)
Formula: CH4BrClSi
Source: the OMol25 dataset
Level of theory: ωB97M-V/def2-TZVPD

Atoms and positions in Å:
Si 0.2861 -0.4486 0.7715
C 1.7465 -0.4231 -0.1415
Br 1.6052 -1.1748 -2.0017
H -1.0030 -0.8841 0.2327
H 0.1841 0.4915 1.9275
H 2.5947 0.2684 -0.1146
Cl -2.4519 1.4352 0.1497
H -2.9619 0.7355 -0.8237

Cartesian forces, eV/Å:
0.63 1.03 -0.15
-0.85 0.18 -1.56
0.22 0.33 1.37
0.27 -0.57 0.08
0.09 -0.52 -0.11
-0.22 -0.67 0.39
-0.43 -0.15 -0.52
0.29 0.37 0.50

## Properties
relative energy (zero: lowest compared OMol25 entry of this formula, charge and spin)	92.0	kcal/mol
multiplicity	1
frontier orbital gap	8.24	eV
M	159.49	Da
lowest unoccupied orbital energy	-0.200	eV



(6)
Formula: CH4BrN3O7P
Source: the OMol25 dataset
Level of theory: ωB97M-V/def2-TZVPD

Atoms and positions in Å:
N 1.3001 0.4675 0.2647
P 1.8143 -0.7994 -0.6023
O 2.5991 -1.9382 0.4774
O 3.0429 -0.2206 -1.7110
N 0.5572 -1.6126 -1.5854
C -0.8462 -1.3827 -1.0701
O -1.3275 -2.3212 -0.2121
O -1.6103 -0.1933 -1.5094
Br -2.7346 0.3724 -0.1412
H 1.8320 1.3119 -0.1151
H 3.2322 -2.4998 -0.0954
H 3.2490 -1.0207 -2.3055
H 0.6302 -1.3662 -2.5974
N -2.9346 2.8007 2.8007
O -1.8478 2.6066 2.2313
O -2.9581 3.2635 3.9532
O -3.9979 2.5320 2.2176

Cartesian forces, eV/Å:
1.64 -1.85 -2.47
0.72 3.51 2.33
-0.25 0.53 -4.28
-1.84 -4.06 0.16
-0.74 1.27 0.27
-2.97 -3.87 4.38
3.11 6.54 -5.71
2.84 -3.78 1.31
0.05 0.35 -0.06
-1.01 -1.37 0.75
-1.46 1.00 1.39
-0.05 1.82 0.90
-0.01 0.10 1.22
0.60 0.16 0.33
0.26 -0.09 -0.24
-0.13 0.16 0.32
-0.77 -0.42 -0.58

## Properties
multiplicity	1
frontier orbital gap	5.56	eV
M	280.94	Da
charge	-1
lowest unoccupied orbital energy	1.427	eV



(7)
Formula: CH4BrNO
Source: the OMol25 dataset
Level of theory: ωB97M-V/def2-TZVPD

Atoms and positions in Å:
C -0.5913 0.1146 -0.2693
N 0.4956 -1.1904 0.8317
O -0.2627 1.3912 -0.8349
Br 1.9795 -1.5247 -0.3425
H -0.3166 2.0698 -0.1340
H -0.7091 -0.5202 -1.2390
H -1.4641 0.1654 0.3940
H 0.8687 -0.5056 1.5939

Cartesian forces, eV/Å:
-2.56 2.65 -4.87
3.07 -0.79 1.81
-0.17 -0.42 1.40
-0.77 0.07 1.25
-0.01 -0.43 -0.48
0.25 0.59 2.30
0.38 -0.19 0.00
-0.19 -1.48 -1.41

## Properties
relative energy (zero: lowest compared OMol25 entry of this formula, charge and spin)	36.1	kcal/mol
multiplicity	3
frontier orbital gap (alpha / beta)	6.48 / 7.79	eV
M	125.95	Da
<S²>	2.009
lowest unoccupied orbital energy (alpha / beta)	0.196 / -2.406	eV



(8)
Formula: CH4Cl2N3S
Source: the OMol25 dataset
Level of theory: ωB97M-V/def2-TZVPD

Atoms and positions in Å:
N -1.3978 0.8612 -0.3974
C -1.0995 -0.2788 0.2329
S -2.2049 -1.2918 0.7779
N 0.2656 -0.7576 0.2246
N 1.2646 -0.1553 -0.3192
Cl 2.6004 -1.3254 -0.7664
Cl 1.9564 1.2651 0.8783
H -0.6777 1.6357 -0.3094
H -2.3583 1.0222 -0.1465
H 0.6564 -1.4100 0.9551
H 0.9949 0.4346 -1.1297

Cartesian forces, eV/Å:
2.57 1.50 0.18
0.37 -1.59 -0.05
-0.44 -0.81 0.79
-0.27 -1.82 1.60
2.19 1.71 -0.78
-1.07 1.36 0.34
0.04 -0.74 -0.89
-1.72 -0.80 -0.11
-0.38 1.03 -0.46
-1.63 0.60 -0.73
0.34 -0.45 0.12

## Properties
relative energy (zero: lowest compared OMol25 entry of this formula, charge and spin)	34.0	kcal/mol
multiplicity	1
frontier orbital gap (alpha / beta)	6.02 / 6.03	eV
M	161.04	Da
charge	+1
lowest unoccupied orbital energy (alpha / beta)	-7.435 / -7.434	eV



(9)
Formula: CH4Cl2O2P
Source: the OMol25 dataset
Level of theory: ωB97M-V/def2-TZVPD

Atoms and positions in Å:
C 0.9870 0.7783 0.0686
O -2.0667 -2.3106 0.3318
O 1.0739 -0.6308 0.2946
P 0.4330 -1.8280 -0.4589
Cl 1.4713 -3.3834 0.0636
Cl 0.3198 -1.4212 -2.3917
H 0.0392 1.1670 0.4473
H 1.0926 1.0103 -0.9913
H 1.8067 1.2205 0.6388
H -2.4914 -2.7849 -0.3828

Cartesian forces, eV/Å:
-0.18 1.45 -0.07
3.51 1.24 0.05
-0.53 -1.82 -0.16
-2.46 0.37 0.80
-0.31 0.16 -0.26
0.05 -0.41 0.66
0.08 -0.23 -0.03
0.04 -0.13 0.08
-0.12 -0.20 -0.14
-0.07 -0.44 -0.92

## Properties
relative energy (zero: lowest compared OMol25 entry of this formula, charge and spin)	99.3	kcal/mol
multiplicity	1
frontier orbital gap	7.54	eV
M	149.92	Da
charge	+1
lowest unoccupied orbital energy	-8.057	eV



(10)
Formula: CH4Cl2O2SSi
Source: the OMol25 dataset
Level of theory: ωB97M-V/def2-TZVPD

Atoms and positions in Å:
C -1.9236 -0.1552 0.1771
O -0.4743 -1.9009 1.3412
O 0.7649 -0.3174 -1.2421
Si 1.8616 0.6537 -0.6491
S -0.8124 -1.6020 -0.0275
Cl 3.5228 -0.1699 0.2257
Cl 0.7714 1.5002 1.0760
H -2.6624 -0.2702 -0.5040
H -2.1997 -0.1015 1.2173
H -1.1992 0.7472 -0.1564
H 2.3509 1.6161 -1.4582

Cartesian forces, eV/Å:
4.88 1.52 0.01
0.51 -0.48 -0.02
-1.34 -1.41 0.47
-1.80 -1.72 3.35
0.57 2.25 -0.29
0.01 -0.16 -0.04
0.96 0.03 -0.80
-2.61 -0.22 -2.03
-0.07 -0.02 0.19
-1.88 -1.93 0.92
0.78 2.13 -1.76

## Properties
relative energy (zero: lowest compared OMol25 entry of this formula, charge and spin)	12.8	kcal/mol
multiplicity	1
frontier orbital gap	8.10	eV
M	179.10	Da
lowest unoccupied orbital energy	-2.433	eV



(11)
Formula: CH4Cl2P2
Source: the OMol25 dataset
Level of theory: ωB97M-V/def2-TZVPD

Atoms and positions in Å:
C 3.4596 0.0399 -0.3594
P -1.5382 0.6982 0.6573
P 1.5769 0.2152 -0.1711
Cl 4.0427 -1.3841 0.3174
Cl 4.3870 1.4074 0.1323
H -1.9665 -0.5534 1.2881
H -0.8803 1.1902 1.6582
H 1.0738 0.8496 -1.4766
H 1.3668 -1.1587 -0.3788

Cartesian forces, eV/Å:
-1.60 1.02 0.25
-1.87 -1.92 -2.64
0.31 0.80 -1.18
0.40 -1.10 0.19
0.03 0.32 -0.32
0.45 0.88 -0.15
1.53 1.05 2.85
1.02 -1.14 1.46
-0.26 0.08 -0.46

## Properties
relative energy (zero: lowest compared OMol25 entry of this formula, charge and spin)	107.2	kcal/mol
multiplicity	1
frontier orbital gap (alpha / beta)	7.86 / 6.76	eV
M	148.90	Da
lowest unoccupied orbital energy (alpha / beta)	-0.873 / -1.524	eV



(12)
Formula: CH4ClFS
Source: the OMol25 dataset
Level of theory: ωB97M-V/def2-TZVPD

Atoms and positions in Å:
F 2.1915 0.4621 -0.2396
Cl 3.0267 -0.9430 -0.0879
C -1.0218 0.5409 -0.0249
S -1.0768 -1.2626 -0.2040
H -1.1643 0.8474 1.0136
H -0.0885 0.9554 -0.4118
H -1.8483 0.9388 -0.6182
H -0.0186 -1.5390 0.5728

Cartesian forces, eV/Å:
0.31 -0.40 0.05
-0.23 0.38 -0.05
0.01 0.23 -0.01
0.06 0.05 0.04
0.02 -0.08 -0.15
-0.21 -0.12 0.07
0.09 -0.09 0.08
-0.05 0.03 -0.03

## Properties
relative energy (zero: lowest compared OMol25 entry of this formula, charge and spin)	47.7	kcal/mol
multiplicity	1
frontier orbital gap	7.87	eV
M	102.56	Da
lowest unoccupied orbital energy	-1.131	eV



(13)
Formula: CH4ClN
Source: the OMol25 dataset
Level of theory: ωB97M-V/def2-TZVPD

Atoms and positions in Å:
N -0.3254 0.4032 -0.6373
C -0.3068 -0.0266 0.7429
Cl -1.5507 0.9295 1.6118
H -0.7445 -0.3452 -1.1907
H 0.4862 0.7971 -1.0816
H 0.6868 0.2707 1.0124
H -0.5422 -1.0666 0.6926

Cartesian forces, eV/Å:
-1.26 -1.15 -0.91
0.49 1.80 -2.53
0.05 -0.32 0.63
0.32 0.80 -0.24
0.19 -0.11 0.39
0.26 -0.43 1.52
-0.05 -0.59 1.14

## Properties
relative energy (zero: lowest compared OMol25 entry of this formula, charge and spin)	9.7	kcal/mol
multiplicity	1
frontier orbital gap	10.63	eV
M	65.50	Da
lowest unoccupied orbital energy	1.003	eV



(14)
Formula: CH4ClN2
Source: the OMol25 dataset
Level of theory: ωB97M-V/def2-TZVPD

Atoms and positions in Å:
N 0.5803 -1.2949 -0.0783
C -0.5514 0.0790 0.0587
N 0.1028 1.2047 -0.0634
Cl -2.1258 -0.1577 0.3355
H 1.4704 -1.1712 0.4713
H -0.1685 -1.9942 -0.0380
H 1.1851 1.3480 -0.2488
H -0.4928 1.9862 -0.4370

Cartesian forces, eV/Å:
-4.20 4.58 -0.20
7.37 -3.21 0.05
-0.16 1.33 -1.73
-0.61 0.02 -0.29
-1.88 -0.64 -0.17
1.61 -0.62 0.81
-3.03 -1.04 0.49
0.91 -0.43 1.05

## Properties
relative energy (zero: lowest compared OMol25 entry of this formula, charge and spin)	75.0	kcal/mol
multiplicity	1
frontier orbital gap	10.08	eV
M	79.51	Da
charge	+1
lowest unoccupied orbital energy	-5.505	eV



(15)
Formula: CH4ClN2O
Source: the OMol25 dataset
Level of theory: ωB97M-V/def2-TZVPD

Atoms and positions in Å:
C 0.0664 -0.5282 0.7527
N 0.9812 1.2176 -2.4874
N 0.8069 0.4405 -0.0511
O 1.7160 1.1212 0.2305
Cl 2.1343 2.1247 -1.9558
H 0.3355 -1.4001 0.3048
H -0.9844 -0.2877 0.5701
H 0.4432 -0.6440 1.8662
H 0.0484 1.5481 -2.4685

Cartesian forces, eV/Å:
0.81 2.19 3.63
1.43 -2.45 -0.03
0.98 1.65 -1.30
-1.18 -1.53 1.10
-0.37 0.78 -0.18
0.38 -2.86 -1.68
0.14 -0.19 0.27
-0.96 0.83 -2.11
-1.23 1.59 0.31

## Properties
relative energy (zero: lowest compared OMol25 entry of this formula, charge and spin)	141.0	kcal/mol
multiplicity	1
frontier orbital gap (alpha / beta)	8.69 / 7.24	eV
M	95.51	Da
charge	+1
lowest unoccupied orbital energy (alpha / beta)	-6.907 / -7.886	eV



(16)
Formula: CH4ClN2OS
Source: the OMol25 dataset
Level of theory: ωB97M-V/def2-TZVPD

Atoms and positions in Å:
C -0.3477 -0.2160 0.0986
N 0.2971 -1.0302 -0.6162
N 1.7830 0.9607 0.6340
O -2.4937 -1.3691 -0.0104
S -2.0282 -0.1994 0.6640
Cl -1.7797 1.4569 -0.7669
H 1.2819 -1.1030 -0.6445
H -0.1222 -1.5927 -1.4058
H 1.6171 1.9384 0.4163
H 1.7924 1.1543 1.6308

Cartesian forces, eV/Å:
4.15 2.18 2.22
-2.14 -1.51 -2.43
-2.06 -1.08 -0.22
-1.20 -0.68 0.03
0.89 0.72 -1.46
-0.46 -0.27 0.40
1.50 0.75 0.28
-0.14 0.32 1.38
-0.50 0.53 -1.26
-0.06 -0.96 1.05

## Properties
relative energy (zero: lowest compared OMol25 entry of this formula, charge and spin)	129.7	kcal/mol
multiplicity	1
frontier orbital gap	7.57	eV
M	127.58	Da
charge	+1
lowest unoccupied orbital energy	-7.352	eV



(17)
Formula: CH4ClN2OS
Source: the OMol25 dataset
Level of theory: ωB97M-V/def2-TZVPD

Atoms and positions in Å:
C 0.2789 0.0392 -0.2017
N 0.6557 0.3902 0.9426
N 0.8193 -0.6227 -1.1208
O -1.6852 1.8813 0.4113
S -1.4224 0.9674 -0.6904
Cl -1.9128 -1.4243 0.2286
H 1.4878 -0.0822 1.4209
H 0.1907 1.1115 1.5281
H 1.4860 -1.2419 -0.8305
H 0.1020 -1.0185 -1.6882

Cartesian forces, eV/Å:
-4.22 4.18 0.56
2.88 0.03 3.90
-0.59 -0.57 -2.29
0.46 -0.79 -1.12
0.41 -2.36 2.55
0.05 2.05 -1.03
-1.49 0.96 -0.91
-0.01 -0.68 -0.79
2.59 -2.16 0.37
-0.07 -0.66 -1.25

## Properties
relative energy (zero: lowest compared OMol25 entry of this formula, charge and spin)	29.4	kcal/mol
multiplicity	1
frontier orbital gap	8.01	eV
M	127.58	Da
charge	+1
lowest unoccupied orbital energy	-7.250	eV



(18)
Formula: CH4ClN2P
Source: the OMol25 dataset
Level of theory: ωB97M-V/def2-TZVPD

Atoms and positions in Å:
C -0.4049 -0.2170 1.1263
N -0.2172 -0.2076 -0.2702
N 0.6603 -0.9706 -0.6371
P 1.6187 -1.8257 -1.3680
Cl 0.0012 2.1904 -2.3453
H -0.3868 0.7291 1.6788
H 0.4052 -0.8992 1.5732
H -1.4613 -0.3984 1.5004
H -0.2153 1.5990 -1.2580

Cartesian forces, eV/Å:
-0.36 -0.72 3.51
-0.54 0.88 -0.19
-1.24 0.97 -0.41
1.73 -1.44 -0.87
0.23 0.74 -1.06
1.08 0.63 -0.81
-1.62 0.82 -0.04
0.92 -1.11 -1.02
-0.20 -0.77 0.88

## Properties
relative energy (zero: lowest compared OMol25 entry of this formula, charge and spin)	21.0	kcal/mol
multiplicity	1
frontier orbital gap	7.86	eV
M	110.48	Da
lowest unoccupied orbital energy	-0.471	eV



(19)
Formula: CH4ClNO2P
Source: the OMol25 dataset
Level of theory: ωB97M-V/def2-TZVPD

Atoms and positions in Å:
C 0.1763 0.0886 -0.3284
N -0.8017 -0.7372 0.3492
P -2.4364 -0.4835 -0.1822
O -3.4943 -1.3364 0.7898
O -2.5051 -0.4455 -1.6636
Cl -2.6265 1.5085 0.3842
H 0.9591 0.5005 0.4016
H 0.6454 -0.5488 -1.2012
H -0.5205 0.8191 -0.7389
H -0.7937 -1.0091 1.3463

Cartesian forces, eV/Å:
0.69 -1.22 -0.20
-2.17 -1.27 0.80
-2.93 -3.89 3.53
4.32 3.16 -3.58
0.15 -0.19 0.38
-0.36 0.89 0.36
-1.08 -0.40 -1.28
-0.47 1.47 1.63
1.37 0.91 -0.56
0.48 0.53 -1.07

## Properties
relative energy (zero: lowest compared OMol25 entry of this formula, charge and spin)	22.3	kcal/mol
multiplicity	1
frontier orbital gap	8.78	eV
M	128.48	Da
charge	-1
lowest unoccupied orbital energy	3.846	eV



(20)
Formula: CH4ClNOS
Source: the OMol25 dataset
Level of theory: ωB97M-V/def2-TZVPD

Atoms and positions in Å:
C -0.3074 -0.6920 -0.3021
N 0.6502 0.3480 -0.6046
O 2.3088 -1.4913 0.8071
S 2.5190 -0.7517 -0.3949
Cl 3.6309 1.0791 0.0950
H -0.4215 -1.2116 -1.2020
H 0.1314 -1.4309 0.4135
H -1.2228 -0.0019 0.0099
H 0.7100 0.8704 0.2469

Cartesian forces, eV/Å:
-0.79 2.24 0.91
-2.20 0.94 0.23
-0.54 -0.92 2.31
5.18 0.30 -2.26
-0.87 -1.14 -0.29
-1.01 -0.92 -1.36
-1.10 0.88 0.07
1.19 -2.43 -0.26
0.13 1.05 0.65

## Properties
relative energy (zero: lowest compared OMol25 entry of this formula, charge and spin)	33.5	kcal/mol
multiplicity	3
frontier orbital gap (alpha / beta)	6.78 / 7.87	eV
M	113.57	Da
<S²>	2.010
lowest unoccupied orbital energy (alpha / beta)	-0.404 / -2.672	eV